[1]
Computed, not measured: a molecular structure, C24H36CoP2Si at a distorted geometry, with the ωB97M-V functional and the def2-TZVPD basis.

```
! wB97M-V def2-TZVPD RIJCOSX def2/J DEFGRID3
* xyz 1 5
Co -0.1022 0.1139 1.6288
P -1.4810 -1.2843 2.5710
P 1.1913 -0.3243 3.3672
Si 0.2773 0.0916 -2.4192
C 2.4385 0.8074 4.0370
C -1.1279 0.7142 -3.4805
C 3.6256 0.5238 -4.7481
C 1.6593 -0.2853 -3.5955
C -3.2338 -1.1406 2.1489
C 0.1922 2.6163 2.9056
C 3.7406 -0.7041 -5.4057
C -3.0223 2.1466 -4.9838
C 0.7192 2.5384 1.5918
C -3.2593 1.8713 -3.6330
C -1.8813 1.6338 -5.6084
C 1.7767 -1.5281 -4.2405
C 0.0895 -1.1899 0.1037
C -0.9555 0.8857 -4.8694
C 2.0440 -1.9347 3.4578
C -0.0014 -0.4282 4.7944
C -2.3346 1.1345 -2.8824
C -1.1063 2.0476 2.9139
C 2.5945 0.7324 -3.8257
C 2.8207 -1.7279 -5.1496
C -1.3825 -0.9291 4.3903
C -1.1035 -3.0676 2.5079
C -1.4435 1.6598 1.5651
C -0.2886 1.9829 0.7308
H -2.4340 1.4299 1.1751
H 1.3826 -2.7070 3.8705
H 4.5460 -0.8600 -6.1221
H -0.0694 0.5763 5.2331
H 0.0189 -1.3158 -1.8417
H -3.8125 -1.8835 2.7144
H 0.4713 -1.1040 5.5217
H -3.3572 -1.3290 1.0752
H 1.0134 -0.6451 -0.1776
H 2.9234 1.3309 3.2050
H -3.5935 -0.1301 2.3706
H -2.1587 -0.1870 4.6380
H -0.1266 -3.2515 2.0524
H 2.9229 -1.8213 4.1053
H 3.1809 0.2156 4.5906
H 0.2459 -2.2596 0.2337
H 2.5000 1.6818 -3.2848
H 2.3685 -2.2265 2.4522
H -1.1160 -3.4696 3.5273
H -1.8709 -3.5676 1.9097
H -1.6984 1.8178 -6.6636
H -0.9004 -0.9283 -0.3054
H -4.1677 2.2417 -3.1567
H -3.7249 2.7522 -5.5520
H 1.9597 1.5336 4.7058
H -1.6352 -1.8698 4.8964
H -0.3274 2.0610 -0.3483
H 0.6646 3.1324 3.7414
H 1.0537 -2.3186 -4.0249
H -1.8099 2.0510 3.7434
H -2.5236 0.8918 -1.8332
H 1.6868 2.9128 1.2526
H 2.9096 -2.6872 -5.6636
H 4.3286 1.3331 -4.9479
H 0.7856 1.1905 -1.5970
H -0.0813 0.4533 -5.3683
*
```

Computed properties:
maximum force = 2.8 eV Å⁻¹
lowest unoccupied orbital energy (spin up / spin down) = -2.095 / -4.164 eV
relative energy (zero: lowest compared OMol25 entry of this formula, charge and spin) = 0.000 eV
molar mass = 473.5 g mol⁻¹
⟨S²⟩ = 6.0358
HOMO-LUMO gap (spin up / spin down) = 0.2898 / 0.2592 Eh

[2]
Computed, not measured: 5 unconnected molecules or ions with the total composition C30H39N2O3P, with the ωB97M-V functional and the def2-TZVPD basis.

```
! wB97M-V def2-TZVPD RIJCOSX def2/J DEFGRID3
* xyz 0 1
P 0.0903 -1.2401 0.5185
O -2.5413 -2.7485 -1.8041
O -1.0337 -1.2433 1.7433
O -1.5696 -0.7220 -1.8197
N 0.0721 -3.3644 -1.1931
N -0.7501 -2.4352 -0.4687
C 2.9576 1.0773 3.3220
C 1.5818 0.9103 3.3826
C 6.0797 -1.1071 2.6195
C 7.4597 -1.0821 2.4727
C -1.6318 -1.8542 -1.4247
C -4.5173 4.5843 -9.5217
C 0.4334 1.7749 8.1221
C 1.2663 3.1431 2.5579
C 6.2642 -3.0371 4.0419
C -3.2373 3.0054 -8.2379
C 2.6429 3.3121 2.4974
C -1.0235 0.7796 6.4905
C -3.9178 1.9599 -8.8463
C 7.6439 -3.0132 3.8933
C 0.7341 1.9409 3.0011
C -3.4113 -0.5948 -5.8066
C 0.1491 1.4535 6.8020
C 5.4823 -2.0844 3.4036
C -4.1787 -1.7018 -5.0613
C -3.2816 -2.5353 -4.1227
C -4.8962 2.2259 -9.7942
C -1.9142 0.4297 7.4959
C -3.5877 -2.2548 -2.6574
C -3.5379 4.3178 -8.5750
C 8.2415 -2.0359 3.1092
C 3.4892 2.2802 2.8799
C -5.1954 3.5384 -10.1324
C 1.3331 -2.3623 1.2716
C -0.4558 1.4241 9.1285
C -1.6301 0.7531 8.8154
H 3.6146 0.2701 3.6210
H 1.1715 -0.0313 3.7325
H -1.2457 0.5277 5.4604
H -4.7527 5.6079 -9.7835
H -4.4822 -2.7981 -2.3404
H 2.0405 -2.7438 0.5341
H 0.8393 1.7289 6.0147
H -5.4258 1.4101 -10.2693
H -4.0429 0.2724 -6.0128
H 4.4052 -2.1061 3.5174
H -2.5467 -0.2526 -5.2288
H 5.7985 -3.7980 4.6548
H -4.6058 -2.3792 -5.8073
H 4.5627 2.4131 2.8346
H 9.3175 -2.0178 2.9942
H -2.3247 0.4824 9.6002
H -3.0085 5.1335 -8.0995
H 1.3486 2.2991 8.3658
H -0.6166 -0.8925 2.5447
H 0.6076 3.9471 2.2572
H 3.0569 4.2496 2.1494
H 7.9255 -0.3189 1.8627
H 8.2541 -3.7573 4.3887
H -5.0198 -1.2654 -4.5135
H -2.4729 2.7966 -7.5003
H -2.8294 -0.0940 7.2513
H -5.9577 3.7464 -10.8723
H 0.3810 -4.0882 -0.5596
H -2.2292 -2.3017 -4.3066
H -3.0352 -0.9691 -6.7638
H -0.3400 1.8091 3.0469
H -3.7490 -1.1902 -2.4762
H 5.4689 -0.3661 2.1181
H -0.2339 1.6740 10.1581
H 1.8827 -1.7372 1.9849
H 0.8699 -3.1926 1.8136
H -3.4349 -3.6026 -4.3084
H -3.6855 0.9369 -8.5794
H 0.8844 -2.8966 -1.5866
*
```

Computed properties:
maximum force = 0.8 eV Å⁻¹
lowest unoccupied orbital energy = 0.669 eV
SMILES = CCCCOC(=O)N(N)P(C)O.c1ccccc1.c1ccccc1.c1ccccc1.c1ccccc1
molar mass = 506.6 g mol⁻¹
HOMO-LUMO gap = 0.3350 Eh

[3]
Computed, not measured: 3 unconnected molecules or ions with the total composition C6H12NO at a distorted geometry, with the ωB97M-V functional and the def2-TZVPD basis.

```
! wB97M-V def2-TZVPD RIJCOSX def2/J DEFGRID3
* xyz 1 1
O 2.4244 1.8609 -1.0582
N 0.1978 0.2712 -1.2857
C 2.2287 0.6501 -1.4016
C -1.9125 -0.4741 -2.6902
C 2.4871 -0.2265 3.9683
C -0.7232 -0.1098 -1.8510
C -2.6826 -1.8029 -2.3482
C 1.5894 0.6575 3.5547
H -3.3461 -1.8852 -3.1360
H 2.2385 2.2075 -0.1098
H 2.4997 -0.1308 -0.6769
H -1.5075 -0.4691 -3.6932
H -1.9818 -2.7302 -2.2184
H 1.8061 1.3132 2.5965
H 0.6365 0.8118 4.0358
H 2.4582 0.4496 -2.4324
H -2.6222 0.4951 -2.7665
H 2.3223 -0.6373 4.9878
H -3.2730 -1.8229 -1.3950
H 3.3456 -0.5122 3.5009
*
```

Computed properties:
maximum force = 3.9 eV Å⁻¹
lowest unoccupied orbital energy = -4.834 eV
relative energy (zero: lowest compared OMol25 entry of this formula, charge and spin) = 3.559 eV
molar mass = 114.2 g mol⁻¹
HOMO-LUMO gap = 0.2901 Eh